[1]
DFT (ωB97M-V/def2-TZVPD) results for a 2-piece molecular cluster, C3H12NS overall in a non-equilibrium geometry.

- Kohn-Sham gap: 9.635 eV
- E: -15623.9760 eV
- F_max: 2.37 eV/Å
- LUMO energy: -3.3 eV
- Energy above the lowest of the compared OMol25 structures with the same formula, charge and spin: 0.610 eV
- HOMO energy: -12.97 eV
- Net charge: +1

Geometry (Å):
C (0.9420, -0.7482, 2.2474)
N (1.0531, 0.6094, 1.5743)
H (-0.0539, -1.1341, 2.0842)
H (1.8765, -1.2762, 2.0700)
H (1.0700, -0.5389, 3.3099)
H (0.3773, 1.1853, 2.0922)
H (0.6189, 0.5857, 0.5757)
H (1.9402, 1.0875, 1.7148)
C (-1.7698, -0.6942, -0.9350)
S (0.0358, -0.3479, -1.1466)
C (0.0153, 0.8015, -2.5617)
H (-2.0799, -1.4478, -1.6560)
H (-2.3391, 0.2283, -1.0046)
H (-1.8662, -1.1473, 0.0541)
H (0.9586, 0.5329, -3.0252)
H (-0.8524, 0.4570, -3.1139)
H (0.0735, 1.8471, -2.2797)

Force components x, y, z for each atom (eV/Å):
C 1.6 1.5 1.0
N -2.0 0.3 0.8
H 0.3 -0.6 -0.4
H -0.7 -0.8 -0.9
H -0.5 0.0 0.1
H 0.2 0.2 -0.2
H 1.0 -0.3 0.2
H 0.2 -0.3 -0.5
C 0.9 -0.2 0.3
S -0.9 0.0 0.2
C 0.7 -0.9 0.7
H 0.0 0.2 -0.1
H -0.1 -0.1 0.0
H -0.2 0.2 -0.1
H -0.2 0.2 -0.7
H 0.1 0.6 -0.5
H -0.5 0.0 0.0

***

[2]
DFT (ωB97M-V/def2-TZVPD) results for C2H8ClMgN4O2 as an isolated structure in a non-equilibrium geometry.

- Kohn-Sham gap (alpha / beta): 3.394 / 1.925 eV
- E: -30207.2128 eV
- F_max: 6.64 eV/Å
- LUMO energy (alpha / beta): -10.8 / -12.3 eV
- 2S+1: 2
- HOMO energy (alpha / beta): -14.22 / -14.18 eV
- Net charge: +2

Geometry (Å):
Mg (-1.0703, -3.2259, -0.8238)
Cl (-1.5961, -1.1640, -0.1690)
C (1.4291, -1.4512, 3.6354)
O (1.4384, -2.6099, 3.9700)
N (1.9433, -0.4124, 4.2662)
N (0.9321, -1.0200, 2.5697)
H (2.2677, 0.4482, 3.8486)
H (2.2232, -0.4489, 5.2360)
H (0.0526, -1.3717, 2.2190)
H (1.0280, -0.0150, 2.5402)
C (-0.8246, 1.6399, -3.0162)
O (-0.2381, 2.0784, -2.0303)
N (-1.7974, 0.7658, -2.9243)
N (-0.6573, 1.9848, -4.2378)
H (-1.8249, 0.3747, -1.9935)
H (-1.9317, 0.1500, -3.7136)
H (-0.0828, 2.7686, -4.5132)
H (-1.2913, 1.5085, -4.8633)

Force components x, y, z for each atom (eV/Å):
Mg -0.4 1.0 0.0
Cl 0.5 -1.4 0.0
C 1.0 3.5 1.1
O 0.4 -3.8 2.0
N 2.1 0.4 4.5
N -3.3 1.0 -5.6
H 0.1 -0.2 -0.6
H 0.3 -0.5 0.3
H 0.2 -0.2 -0.5
H -0.7 0.0 -0.9
C 1.7 1.7 3.2
O 0.2 -0.1 0.1
N -2.6 -3.2 1.5
N 1.0 1.3 -4.2
H -0.4 -0.2 -0.5
H -0.3 -0.1 0.4
H -0.2 -0.3 -0.1
H 0.5 1.0 -0.6

***

[3]
DFT (ωB97M-V/def2-TZVPD) results for the molecule C22H28N4O2 in a non-equilibrium geometry.

- Kohn-Sham gap: 7.981 eV
- E: -33324.1370 eV
- F_max: 1.04 eV/Å
- LUMO energy: 0.7 eV
- Energy above the lowest of the compared OMol25 structures with the same formula, charge and spin: 1.697 eV
- HOMO energy: -7.27 eV

Geometry (Å):
C (1.8747, -5.9376, -0.8135)
N (1.2323, -5.3886, 0.3558)
C (0.9045, -6.2877, 1.4348)
C (1.2431, -4.0329, 0.5706)
C (1.6962, -3.1400, -0.4157)
C (1.6527, -1.7809, -0.2213)
C (1.1679, -1.2351, 0.9701)
C (1.0974, 0.1882, 1.1704)
N (1.3891, 1.0079, 0.2411)
N (1.3292, 2.3263, 0.5001)
C (1.5529, 3.2615, -0.4646)
O (1.7639, 2.9886, -1.6259)
C (1.5593, 4.6784, 0.0891)
C (0.1739, 5.2124, 0.4815)
C (-0.6187, 5.7632, -0.7056)
C (-1.1947, 4.6792, -1.6166)
C (-2.3397, 3.9024, -0.9426)
N (-2.1642, 2.4704, -0.9949)
C (-1.7792, 1.7369, 0.0710)
O (-1.5580, 2.2271, 1.1665)
C (-1.7170, 0.2699, -0.1903)
C (-2.1978, -0.5956, 0.7859)
C (-2.1900, -1.9612, 0.5723)
C (-1.6870, -2.4731, -0.6111)
C (-1.1766, -1.6169, -1.5724)
C (-1.1936, -0.2492, -1.3695)
C (0.7414, -2.1170, 1.9630)
C (0.7756, -3.4792, 1.7728)
H (1.7762, -7.0206, -0.8062)
H (2.9415, -5.6892, -0.8512)
H (1.3978, -5.5638, -1.7227)
H (-0.1065, -6.0925, 1.8000)
H (1.6033, -6.1966, 2.2746)
H (0.9359, -7.3133, 1.0741)
H (2.0844, -3.5120, -1.3494)
H (1.9981, -1.1055, -0.9875)
H (0.7651, 0.5394, 2.1564)
H (1.0175, 2.6253, 1.4274)
H (2.2085, 4.6860, 0.9680)
H (2.0025, 5.3267, -0.6684)
H (-0.3981, 4.4269, 0.9786)
H (0.3152, 6.0233, 1.2002)
H (0.0328, 6.4116, -1.2954)
H (-1.4402, 6.3787, -0.3292)
H (-0.4014, 3.9863, -1.8950)
H (-1.5576, 5.1449, -2.5346)
H (-3.2984, 4.1496, -1.4083)
H (-2.3989, 4.1580, 0.1176)
H (-2.2689, 2.0157, -1.8873)
H (-2.5807, -0.1801, 1.7063)
H (-2.5737, -2.6273, 1.3309)
H (-1.6764, -3.5401, -0.7774)
H (-0.7617, -2.0171, -2.4854)
H (-0.7577, 0.4079, -2.1078)
H (0.3704, -1.7234, 2.8991)
H (0.4336, -4.1164, 2.5717)

Force components x, y, z for each atom (eV/Å):
C 0.0 0.1 -0.1
N 0.0 -0.3 -0.1
C -0.1 0.1 0.1
C -0.1 0.2 0.0
C 0.1 -0.2 -0.1
C 0.0 0.1 0.3
C 0.1 -0.8 -0.1
C 0.0 1.0 0.3
N 0.1 -0.6 -0.4
N -0.2 0.2 1.0
C 0.2 0.3 0.0
O 0.0 0.0 -0.2
C -0.1 0.0 0.0
C 0.0 0.2 -0.1
C 0.0 -0.2 0.0
C -0.1 0.2 0.1
C 0.1 0.2 0.0
N -0.1 0.0 -0.3
C -0.2 -0.1 -0.3
O 0.0 0.0 0.4
C 0.0 -0.3 0.0
C 0.0 0.2 0.0
C -0.1 0.0 -0.1
C -0.1 -0.1 0.0
C -0.1 0.0 -0.1
C -0.1 0.1 0.1
C 0.2 0.3 -0.3
C 0.0 -0.3 0.1
H 0.0 0.0 0.0
H 0.0 0.0 -0.1
H 0.1 0.0 -0.1
H 0.0 -0.1 0.1
H 0.0 0.0 0.1
H 0.0 0.0 0.0
H 0.0 -0.1 -0.1
H 0.0 0.1 -0.1
H 0.0 0.0 -0.1
H 0.1 -0.1 -0.4
H 0.0 0.0 0.0
H 0.0 -0.1 0.0
H -0.1 0.0 0.1
H 0.0 -0.1 0.0
H 0.0 0.1 0.0
H 0.0 0.1 0.0
H 0.0 0.0 -0.1
H 0.0 0.0 -0.1
H 0.1 0.0 0.1
H -0.1 0.0 -0.1
H -0.1 -0.1 0.1
H 0.0 0.0 0.1
H 0.0 -0.1 0.1
H 0.0 -0.1 0.0
H 0.1 0.0 -0.1
H 0.1 0.1 -0.1
H -0.1 0.0 0.1
H 0.0 -0.1 0.1

***

[4]
DFT (ωB97M-V/def2-TZVPD) results for C15H31BeNO2P2 as an isolated structure in a non-equilibrium geometry.

- Kohn-Sham gap (alpha / beta): 3.767 / 3.595 eV
- E: -40613.6118 eV
- F_max: 4.70 eV/Å
- LUMO energy (alpha / beta): -0.8 / -0.8 eV
- Energy above the lowest of the compared OMol25 structures with the same formula, charge and spin: 0.000 eV
- HOMO energy (alpha / beta): -4.55 / -4.37 eV

Geometry (Å):
P (2.4788, 1.5027, 0.3486)
P (-0.1474, 0.6850, -1.9660)
C (2.5407, 1.7275, -1.5451)
C (1.1918, 1.9671, -2.2017)
H (3.0116, 0.8322, -2.0013)
H (3.2772, 2.5332, -1.7432)
H (0.7140, 2.8302, -1.7250)
H (1.3397, 2.2406, -3.2601)
C (-0.0772, -0.2578, -3.5561)
H (-1.0775, -0.4479, -3.9612)
H (0.4121, -1.2117, -3.3889)
H (0.4702, 0.2515, -4.3518)
C (-1.6072, 1.7422, -2.6435)
H (-1.5449, 1.8777, -3.7460)
H (-1.7125, 2.7503, -2.2149)
H (-2.5563, 1.2160, -2.4590)
C (3.6885, 0.0364, 0.4031)
H (3.6967, -0.3279, 1.4451)
H (4.7058, 0.3286, 0.0976)
H (3.3490, -0.7705, -0.2594)
C (3.8374, 2.6475, 0.7223)
H (3.4529, 3.6564, 0.5418)
H (4.7364, 2.4332, 0.1158)
H (4.0284, 2.4983, 1.7923)
Be (3.8141, -0.6279, -3.1726)
C (3.3914, 0.3373, -4.5602)
C (3.3038, -1.0263, -4.8729)
C (4.3833, -2.0009, -4.9643)
C (5.6463, -1.6178, -4.0716)
C (5.3937, -0.9815, -2.7321)
C (5.3203, 0.4037, -2.4902)
C (5.4353, 1.4786, -3.4983)
C (4.6318, 1.1759, -4.7761)
C (0.3704, -0.4873, -0.6409)
H (2.4668, 0.9293, -4.6801)
H (2.3615, -1.4084, -5.2786)
H (4.7227, -2.1230, -6.0025)
H (4.0041, -3.0099, -4.7013)
H (6.1231, -2.5985, -3.8998)
H (6.3429, -1.0482, -4.7156)
H (5.6766, -1.6052, -1.8680)
H (5.6022, 0.7433, -1.4896)
H (6.4936, 1.6784, -3.7551)
H (5.0577, 2.4162, -3.0362)
H (4.3219, 2.1744, -5.1146)
H (5.2987, 0.7774, -5.5693)
H (-0.0733, -1.5012, -0.6913)
H (0.1446, -0.2324, 0.4235)
H (1.4503, -0.7447, -0.6033)
O (1.6509, -3.1112, -2.2690)
N (2.7413, -2.7369, -2.5122)
O (2.8244, -1.2375, -2.1616)

Force components x, y, z for each atom (eV/Å):
P 1.7 -0.9 -1.4
P 2.2 0.7 -4.1
C 0.2 -0.6 0.6
C -0.2 0.7 0.9
H -0.3 0.7 0.4
H -0.8 -0.2 -0.1
H 0.1 0.3 -0.1
H -0.5 -0.5 0.2
C -0.1 -0.9 0.3
H 0.0 0.0 0.4
H 0.2 -0.1 0.0
H 0.1 0.3 0.5
C -1.1 -0.1 1.4
H 0.7 -0.5 0.8
H 0.3 -0.5 0.2
H 0.3 0.1 0.0
C -0.9 -0.2 0.7
H 0.2 0.1 -0.3
H -0.6 -0.1 0.3
H 0.3 0.2 0.3
C -0.2 0.7 0.4
H 0.4 0.1 0.2
H -0.5 0.2 0.3
H 0.3 0.3 -0.2
Be -1.8 0.5 2.1
C -0.2 1.4 -0.3
C -1.4 -0.5 -1.1
C 2.0 -0.7 -0.1
C 0.5 -1.5 -1.9
C 2.1 -1.0 0.3
C 0.2 -0.2 0.1
C 0.1 0.5 -0.5
C 1.0 1.1 -0.5
C -1.4 -1.1 2.4
H 0.4 -0.5 0.1
H -0.1 0.2 0.4
H 0.3 -0.1 -0.3
H 0.3 0.6 0.2
H 0.2 0.4 0.0
H -0.2 -0.1 0.3
H -0.5 0.3 -0.5
H -0.4 -0.3 -0.1
H -0.1 0.1 0.0
H 0.2 -0.4 -0.3
H 0.0 -0.2 -0.4
H -0.4 0.1 0.4
H -0.3 0.6 -0.8
H -0.1 0.6 -1.0
H -0.4 0.9 -1.2
O 0.6 -0.4 -0.2
N -1.0 3.3 1.1
O -1.4 -3.5 0.0

***

- Look up the F_max of the second one.
  6.64 eV/Å

***

- Which formula does entry 2 have?
  C2H8ClMgN4O2

***

- Among the records above, which one has the highest F_max?
  C2H8ClMgN4O2

***

Copy entry 2 word for word.
DFT (ωB97M-V/def2-TZVPD) results for C2H8ClMgN4O2 as an isolated structure in a non-equilibrium geometry.

- Kohn-Sham gap (alpha / beta): 3.394 / 1.925 eV
- E: -30207.2128 eV
- F_max: 6.64 eV/Å
- LUMO energy (alpha / beta): -10.8 / -12.3 eV
- 2S+1: 2
- HOMO energy (alpha / beta): -14.22 / -14.18 eV
- Net charge: +2

Geometry (Å):
Mg (-1.0703, -3.2259, -0.8238)
Cl (-1.5961, -1.1640, -0.1690)
C (1.4291, -1.4512, 3.6354)
O (1.4384, -2.6099, 3.9700)
N (1.9433, -0.4124, 4.2662)
N (0.9321, -1.0200, 2.5697)
H (2.2677, 0.4482, 3.8486)
H (2.2232, -0.4489, 5.2360)
H (0.0526, -1.3717, 2.2190)
H (1.0280, -0.0150, 2.5402)
C (-0.8246, 1.6399, -3.0162)
O (-0.2381, 2.0784, -2.0303)
N (-1.7974, 0.7658, -2.9243)
N (-0.6573, 1.9848, -4.2378)
H (-1.8249, 0.3747, -1.9935)
H (-1.9317, 0.1500, -3.7136)
H (-0.0828, 2.7686, -4.5132)
H (-1.2913, 1.5085, -4.8633)

Force components x, y, z for each atom (eV/Å):
Mg -0.4 1.0 0.0
Cl 0.5 -1.4 0.0
C 1.0 3.5 1.1
O 0.4 -3.8 2.0
N 2.1 0.4 4.5
N -3.3 1.0 -5.6
H 0.1 -0.2 -0.6
H 0.3 -0.5 0.3
H 0.2 -0.2 -0.5
H -0.7 0.0 -0.9
C 1.7 1.7 3.2
O 0.2 -0.1 0.1
N -2.6 -3.2 1.5
N 1.0 1.3 -4.2
H -0.4 -0.2 -0.5
H -0.3 -0.1 0.4
H -0.2 -0.3 -0.1
H 0.5 1.0 -0.6